No. 1
{
  "formula": "C5H14N3Si",
  "method": "the ωB97M-V functional and the def2-TZVPD basis",
  "s2": 2.04,
  "max_force_ev_per_a": 10.56,
  "multiplicity": 3,
  "charge": 1,
  "homo_energy_ev": [-10.49, -13.24],
  "elements": ["C", "C", "C", "C", "C", "N", "N", "N", "Si", "H", "H", "H", "H", "H", "H", "H", "H", "H", "H", "H", "H", "H", "H"],
  "positions_angstrom": [[0.008, -0.800, 0.024], [-2.526, 0.286, -0.124], [-3.653, 1.253, -0.067], [2.376, -0.820, -0.235], [2.296, 1.961, 0.255], [-1.399, 0.607, 0.291], [1.103, -0.146, -0.066], [1.127, 1.195, -0.090], [-0.406, -2.648, 0.129], [-2.768, -0.681, -0.561], [-4.536, 0.756, 0.335], [-3.884, 1.560, -1.086], [-3.406, 2.126, 0.529], [2.217, -1.852, -0.542], [2.960, -0.309, -1.000], [2.932, -0.811, 0.704], [2.762, 1.634, 1.188], [3.037, 1.928, -0.547], [1.981, 2.994, 0.372], [0.199, 1.551, 0.157], [-1.850, -2.762, 0.249], [0.314, -3.107, 1.313], [0.122, -3.210, -1.113]],
  "forces_ev_per_a": [[-10.4, -1.7, 0.7], [-0.8, -0.5, -0.4], [-0.1, 0.1, 0.1], [0.5, 0.0, 0.1], [0.3, 0.4, -0.4], [3.7, -2.1, 0.0], [7.6, 3.8, -0.7], [-0.5, -0.3, 0.8], [0.5, 1.4, 0.0], [0.2, -0.2, 0.0], [0.0, 0.0, 0.0], [-0.1, 0.0, -0.1], [0.0, 0.0, 0.0], [-0.1, 0.1, 0.0], [0.0, -0.1, 0.0], [0.1, -0.1, 0.0], [-0.1, -0.2, 0.0], [0.0, -0.1, 0.1], [-0.1, 0.0, 0.0], [-0.4, 0.0, -0.2], [-0.3, 0.0, 0.0], [0.1, -0.4, 0.2], [0.1, -0.3, -0.1]],
  "lowdin_charge": [-0.22, -0.30, -0.06, 0.00, 0.00, 0.10, -0.22, 0.10, 0.68, 0.10, 0.09, 0.09, 0.08, 0.08, 0.11, 0.11, 0.12, 0.11, 0.11, 0.12, -0.07, -0.06, -0.06]
}

No. 2
{
  "formula": "C25H24BClF4N3O10V",
  "method": "the ωB97M-V functional and the def2-TZVPD basis",
  "s2": 3.79,
  "max_force_ev_per_a": 3.98,
  "multiplicity": 4,
  "charge": -1,
  "homo_energy_ev": [-3.61, -5.47],
  "elements": ["V", "O", "C", "O", "C", "C", "C", "C", "C", "N", "C", "O", "O", "H", "H", "H", "H", "H", "C", "C", "N", "C", "C", "C", "C", "N", "C", "C", "F", "C", "F", "C", "C", "F", "C", "F", "H", "H", "H", "H", "H", "H", "H", "H", "H", "H", "H", "H", "H", "H", "H", "O", "B", "O", "C", "C", "C", "C", "C", "C", "H", "H", "H", "H", "O", "Cl", "O", "O", "O"],
  "positions_angstrom": [[-0.485, -0.511, -0.629], [-3.364, 1.781, -1.141], [-2.078, 1.888, -0.764], [-1.386, 0.857, -0.573], [-1.492, 3.186, -0.625], [-2.179, 4.399, -0.845], [-1.462, 5.568, -0.780], [-0.096, 5.526, -0.485], [0.490, 4.282, -0.246], [-0.186, 3.159, -0.312], [1.953, 4.107, 0.144], [2.758, 5.193, -0.289], [1.991, 1.709, -0.029], [-3.499, 0.858, -1.464], [-3.231, 4.365, -1.068], [-1.950, 6.519, -0.950], [0.480, 6.437, -0.459], [2.440, 5.990, 0.149], [3.888, 0.008, 1.309], [3.789, 0.163, -0.205], [2.425, 0.489, -0.564], [2.543, 2.887, -0.586], [2.050, 3.923, 1.674], [2.068, 0.282, -1.953], [1.681, -1.195, -2.169], [0.875, -1.629, -1.051], [0.834, -2.937, -0.756], [0.888, -3.331, 0.605], [1.117, -2.343, 1.506], [0.819, -4.644, 1.007], [0.922, -4.971, 2.316], [0.698, -5.669, 0.078], [0.701, -5.321, -1.263], [0.616, -6.314, -2.177], [0.812, -4.010, -1.685], [0.885, -3.760, -3.011], [4.818, -0.483, 1.587], [3.841, 0.975, 1.804], [3.049, -0.595, 1.643], [4.524, 0.904, -0.569], [4.019, -0.793, -0.679], [3.633, 2.933, -0.450], [2.318, 2.985, -1.655], [2.595, 3.016, 1.911], [2.570, 4.767, 2.125], [1.060, 3.840, 2.107], [1.184, 0.896, -2.157], [2.883, 0.554, -2.650], [1.151, -1.274, -3.130], [2.590, -1.816, -2.235], [0.636, -6.698, 0.386], [-1.447, -2.289, 1.729], [-1.707, -1.353, 0.725], [-3.073, -1.024, 0.802], [-3.609, -1.735, 1.815], [-4.903, -1.777, 2.298], [-5.131, -2.570, 3.416], [-4.110, -3.284, 4.027], [-2.814, -3.269, 3.529], [-2.590, -2.500, 2.407], [-5.698, -1.213, 1.835], [-6.128, -2.627, 3.831], [-4.321, -3.864, 4.912], [-2.006, -3.809, 3.996], [-3.056, -0.582, -2.423], [-1.926, -0.974, -3.213], [-2.353, -1.207, -4.549], [-1.358, -2.154, -2.666], [-0.962, 0.081, -3.219]],
  "forces_ev_per_a": [[2.0, -1.9, -0.3], [0.3, -0.3, 0.1], [-1.5, 2.6, -0.4], [-2.1, 3.3, 0.4], [-0.1, -0.3, -0.1], [-0.1, -0.3, 0.0], [0.1, -0.1, 0.1], [0.1, 0.0, 0.0], [0.0, 0.4, -0.2], [-0.2, 0.0, 0.0], [-0.1, -0.4, 0.3], [0.1, 0.2, -0.1], [0.2, 0.1, 0.2], [0.1, 0.3, 0.0], [-0.2, 0.1, -0.1], [0.0, 0.0, 0.0], [0.1, 0.1, 0.0], [0.1, 0.0, 0.0], [0.1, 0.0, -0.2], [0.0, 0.2, 0.4], [0.3, 0.0, -0.2], [0.3, 0.2, -0.2], [0.0, 0.0, -0.2], [0.0, -0.1, 0.0], [0.6, 0.1, -0.5], [2.2, -1.1, -1.2], [0.3, -2.2, 0.5], [0.3, 0.7, 0.0], [0.0, -0.7, -0.2], [0.0, -0.3, -0.1], [-0.1, 0.2, -0.2], [0.0, 0.5, -0.1], [0.1, -0.3, 0.3], [0.0, 0.3, 0.0], [-0.1, 0.5, 0.0], [-0.1, -0.1, 0.3], [0.1, 0.0, 0.1], [0.0, 0.0, 0.1], [0.0, -0.1, 0.1], [-0.1, -0.1, -0.1], [-0.1, 0.0, -0.1], [-0.1, 0.0, 0.0], [0.0, -0.1, 0.0], [0.1, -0.1, 0.1], [0.0, 0.1, 0.0], [-0.1, -0.1, 0.2], [0.2, 0.1, -0.1], [-0.3, 0.1, 0.0], [0.2, 0.0, 0.2], [-0.2, 0.1, 0.0], [0.0, -0.1, 0.0], [0.5, -0.3, 0.3], [-1.2, -1.0, 1.3], [-0.4, 0.4, -0.4], [0.2, -0.7, 0.8], [0.2, 0.2, -0.3], [-0.1, -0.1, 0.2], [-0.1, -0.1, 0.1], [0.3, 0.2, -0.3], [-1.0, 0.3, 0.1], [0.0, 0.1, -0.1], [-0.1, 0.0, 0.0], [-0.1, -0.1, 0.1], [0.1, -0.1, 0.0], [-0.8, 0.1, 0.7], [-1.3, -0.4, -1.8], [-0.2, -0.2, -0.6], [0.4, -0.8, 0.6], [1.3, 1.0, 0.5]],
  "lowdin_charge": [0.99, 0.11, -0.39, -0.16, -0.17, -0.01, -0.07, -0.02, -0.22, 0.19, -0.46, -0.01, -0.13, 0.09, 0.11, 0.10, 0.09, 0.08, -0.06, -0.22, -0.18, -0.13, 0.02, -0.16, -0.19, -0.17, -0.19, -0.15, 0.07, -0.21, 0.07, 0.06, -0.21, 0.07, -0.14, 0.08, 0.07, 0.06, 0.07, 0.11, 0.12, 0.13, 0.14, 0.07, 0.08, 0.09, 0.11, 0.13, 0.11, 0.13, 0.12, 0.13, -0.44, 0.15, -0.20, 0.00, -0.11, -0.11, 0.00, -0.20, 0.11, 0.09, 0.09, 0.12, -0.33, 0.65, -0.31, -0.31, -0.33]
}

No. 3
{
  "formula": "CH5S3",
  "method": "the ωB97M-V functional and the def2-TZVPD basis",
  "max_force_ev_per_a": 3.72,
  "charge": -1,
  "homo_energy_ev": -2.79,
  "elements": ["S", "H", "C", "S", "S", "H", "H", "H", "H"],
  "positions_angstrom": [[1.929, 0.365, 1.604], [1.294, 1.605, 1.675], [-1.539, 1.064, 0.382], [-1.569, -0.331, -0.721], [0.357, -0.795, -1.265], [-0.712, 1.846, 0.171], [-2.499, 1.562, 0.061], [-1.381, 1.018, 1.424], [1.048, -0.237, 0.477]],
  "forces_ev_per_a": [[-1.2, 0.6, -0.5], [0.5, -1.2, -0.2], [0.5, 3.1, -2.0], [-0.1, -0.7, 0.0], [0.2, 0.1, 0.4], [-1.1, -1.2, -0.6], [0.8, -0.2, 1.0], [-0.5, -1.1, 1.4], [0.9, 0.5, 0.4]],
  "lowdin_charge": [0.18, -0.26, -0.61, 0.14, -0.18, 0.04, 0.01, -0.02, -0.31]
}

- Number 1 is which compound?
  C5H14N3Si

- Which of these has the highest charge?
  C5H14N3Si